[1]
# C9H9ClN2

The molecule C9H9ClN2 (ωB97M-V/def2-TZVPD, OMol25).

Geometry (Å):
C -1.19770 0.09243 -2.06688
C -1.71720 -2.32485 0.07498
C -2.42604 -1.17576 0.35951
C -0.24846 -2.20648 -0.01527
C 1.45954 1.15934 0.41434
C 1.56319 1.44792 -1.02018
C -1.69011 0.13418 0.35911
C 0.24528 1.46620 -0.45415
C -0.73413 0.37833 -0.70065
N -1.62373 -0.48343 -2.97529
N 0.40527 -1.24494 -0.48141
Cl -2.81465 1.47189 0.48445
H -2.09778 -3.26815 -0.01980
H -3.42474 -1.04089 0.42378
H 0.14827 -3.10726 0.17424
H 1.70770 0.22930 0.88739
H 1.72414 2.02854 1.04843
H 2.03153 2.31271 -1.48887
H 1.65311 0.51608 -1.47507
H -0.97695 0.17784 1.24714
H -0.24770 2.39993 -0.17196

Summary:
- total charge = 0
- HOMO level (eV) = -9.482
- relative energy (zero: lowest compared OMol25 entry of this formula, charge and spin) (kcal per mole) = 112.0
- frontier orbital gap (eV) = 9.5

---

[2]
# C6H12O

The molecule C6H12O (ωB97M-V/def2-TZVPD, OMol25).

Geometry (Å):
C -1.49303 -2.35911 0.63330
C -1.13831 -0.94452 0.18715
C 0.13253 -0.89076 -0.66110
C 0.56522 0.54330 -0.95211
C 1.20546 1.20528 0.26202
C 1.20859 2.71658 0.30003
O 1.69393 0.54993 1.15833
H -2.41934 -2.37408 1.21741
H -0.69505 -2.77823 1.25691
H -1.62816 -3.02343 -0.22852
H -1.00436 -0.30963 1.07310
H -1.97263 -0.51329 -0.38432
H -0.02346 -1.43753 -1.59971
H -0.27829 1.15453 -1.30272
H 1.31349 0.57606 -1.75804
H 1.60796 3.13538 -0.63037
H 1.79873 3.05985 1.15167
H 0.17840 3.07878 0.40213
H 0.94831 -1.38910 -0.12517

Summary:
- SMILES = CCCCC(C)=O
- total charge = 0
- HOMO level (eV) = -9.635
- relative energy (zero: lowest compared OMol25 entry of this formula, charge and spin) (kcal per mole) = 1.8
- frontier orbital gap (eV) = 10.6

---

[3]
# C12H36BrO6

A cluster of 7 separate species, C12H36BrO6 in total (ωB97M-V/def2-TZVPD, OMol25).

Geometry (Å):
Br 0.40593 -0.09163 -0.08712
C -0.80887 1.60329 -3.90112
C 0.57585 2.16286 -3.69990
C 0.70255 3.34584 -2.68487
O 1.44680 1.11196 -3.17662
H -1.38133 1.68564 -2.97302
H -0.83570 0.54461 -4.14953
H -1.23968 2.25086 -4.67234
H 1.10084 2.46953 -4.60500
H -0.24996 3.80233 -2.39250
H 1.23337 4.16914 -3.16881
H 1.20228 3.03152 -1.77378
H 1.05594 0.92353 -2.30861
C -2.74378 1.47764 2.01667
C -2.89642 1.80052 0.54500
C -4.13553 2.62038 0.18101
O -1.75134 2.55023 0.12598
H -3.72856 1.15101 2.37549
H -2.47821 2.36915 2.58738
H -2.00596 0.70662 2.22896
H -2.98510 0.86317 -0.01697
H -4.13511 2.91484 -0.86748
H -4.11841 3.52969 0.78753
H -5.05422 2.05973 0.35646
H -1.00329 1.92972 0.12974
C 0.73018 -4.90150 2.93774
C 0.07654 -3.70990 2.28231
C -1.11251 -3.19276 3.10956
O 1.02253 -2.67169 2.17628
H 0.97322 -4.78221 3.99650
H 1.63684 -5.13387 2.37433
H 0.11284 -5.80425 2.95441
H -0.34236 -4.06243 1.33276
H -0.88132 -3.03598 4.16861
H -2.04980 -3.75292 3.08305
H -1.33979 -2.16831 2.79509
H 0.62677 -2.02401 1.56925
C 1.76999 3.32112 2.28022
O 2.17583 2.74193 1.04645
H 1.84756 2.58316 3.08326
H 2.44342 4.14312 2.50540
H 0.72916 3.62153 2.14474
H 1.84056 1.85438 0.87590
C 4.41832 -1.26868 0.06767
O 3.50688 -1.02788 -0.95143
H 4.17951 -2.10149 0.74189
H 5.42272 -1.39304 -0.34311
H 4.51275 -0.40300 0.74713
H 2.63003 -0.88956 -0.55339
C -0.28277 -3.14084 -2.64411
O 0.45169 -1.96680 -2.89087
H -1.36952 -2.98079 -2.69959
H -0.04333 -3.96933 -3.30909
H -0.11252 -3.47152 -1.60971
H 0.25446 -1.39462 -2.12785

Summary:
- total charge = -1
- HOMO level (eV) = -6.296
- relative energy (zero: lowest compared OMol25 entry of this formula, charge and spin) (kcal per mole) = 14.7
- frontier orbital gap (eV) = 9.3

---

[4]
# C37H30N6OPRuS

A structure of composition C37H30N6OPRuS (ωB97M-V/def2-TZVPD, OMol25).

Geometry (Å):
Ru 0.17707 0.62532 0.33920
N 0.15778 0.05326 -3.97053
C -0.48285 0.15422 -2.79823
N -0.18187 -0.55960 -1.75230
C 0.73213 -1.59041 -1.88811
N 0.86855 -2.46050 -0.90175
N 0.16030 -2.29540 0.13358
C -0.09685 -1.41830 0.96771
C -1.21052 -1.23095 1.88226
C -1.60298 -2.02084 2.95561
C -2.73503 -1.63851 3.66186
C -3.43116 -0.50819 3.26485
C -2.95255 0.23999 2.19583
N -1.85646 -0.09752 1.54227
C 1.53605 -1.68878 -3.07532
C 2.59846 -2.58661 -3.22695
C 3.39601 -2.51880 -4.35015
C 3.15022 -1.56953 -5.34162
C 2.07115 -0.71207 -5.24093
C 1.25830 -0.77575 -4.11723
H -0.13390 0.59552 -4.77360
H -1.30967 0.85411 -2.73232
H 1.55600 -1.76615 1.98469
H -1.04231 -2.89978 3.22419
H -3.07368 -2.21103 4.51259
H -4.33085 -0.19842 3.76944
H -3.46117 1.13537 1.86308
H 2.78338 -3.31252 -2.45111
H 4.21473 -3.21143 -4.47231
H 3.80839 -1.50056 -6.19329
H 1.85882 0.00008 -6.02224
O -0.24227 2.53598 -0.56510
N 0.34712 3.04990 -1.61185
C -0.28703 4.04543 -2.27155
C 0.24419 4.61036 -3.40065
C 1.48379 4.16025 -3.87202
C 2.12740 3.15787 -3.18739
C 1.55615 2.58155 -2.04329
S 2.33070 1.30538 -1.21165
H -1.23473 4.34671 -1.84793
H -0.30022 5.39028 -3.90987
H 1.91958 4.59674 -4.75750
H 3.08800 2.78160 -3.49853
C 5.42059 3.32174 1.72141
C 5.45643 2.01788 2.18593
C 4.28159 1.32432 2.41086
C 3.06288 1.93580 2.13841
C 3.02499 3.24960 1.66701
C 4.20392 3.94293 1.47599
P 1.45339 1.12203 2.36407
C 1.75212 -0.29075 3.44254
C 1.29156 -0.40813 4.73304
C 1.47040 -1.58382 5.45919
C 2.15001 -2.67886 4.89385
C 2.59333 -2.63555 3.61032
C 2.32663 -1.47348 2.74259
C 0.53412 2.34259 3.33812
C 1.02790 2.78747 4.56434
C 0.28121 3.67706 5.31385
C -0.92558 4.15411 4.82309
C -1.39133 3.75230 3.58008
C -0.66470 2.84022 2.83469
H 6.34117 3.86147 1.56847
H 6.40120 1.53797 2.38556
H 4.32782 0.33087 2.82808
H 2.06630 3.72245 1.47960
H 4.17836 4.96947 1.14398
H 0.81832 0.43494 5.21381
H 1.10284 -1.64168 6.47194
H 2.33282 -3.54951 5.50405
H 3.12990 -3.46290 3.17223
H 3.19830 -1.21767 2.12521
H 1.99473 2.45212 4.91402
H 0.65233 4.00149 6.27476
H -1.48944 4.85920 5.41143
H -2.31325 4.15633 3.19106
H -1.00373 2.51696 1.84890

Summary:
- total charge = +2
- 2S+1 = 2
- HOMO level (alpha / beta) (eV) = -12.284 / -12.234
- <S²> = 0.78
- frontier orbital gap (alpha / beta) (eV) = 4.4 / 4.4

---

[5]
# C18H33BrCl26NO4PSSi

A cluster of 14 separate species, C18H33BrCl26NO4PSSi in total (ωB97M-V/def2-TZVPD, OMol25).

Geometry (Å):
C 1.81367 -2.54152 1.48918
C 1.90494 -1.64093 0.09031
O 2.40390 -2.30683 -0.98290
O 1.52012 -0.22076 0.04585
C 0.08656 -0.03646 -0.22797
O -0.36563 0.15657 -1.49721
C -1.09580 0.00672 0.94559
Si -2.48664 -1.18896 0.33710
N -3.86714 -1.34088 1.51611
C -4.81083 -2.08196 0.80850
S -5.73187 -3.31452 0.00945
P -1.78732 -3.24031 -0.09825
O -2.61802 -3.66915 -1.60653
Br -2.38910 -4.63562 1.58839
H 0.69730 -2.86346 1.68977
H 2.42809 -3.54607 1.31966
H 2.30523 -1.97986 2.40631
H -0.69014 -0.21328 2.02120
H -1.54544 1.11030 0.93180
H -2.95170 -0.64156 -0.96222
H -2.57332 -2.80085 -2.13747
C 5.00738 -4.37886 3.13017
Cl 4.56315 -3.23776 4.40527
Cl 3.57631 -5.16735 2.45546
H 5.52466 -3.83854 2.33372
H 5.66913 -5.14072 3.54930
C -7.44236 -0.22945 -2.34522
Cl -6.26342 0.44163 -1.21159
Cl -8.48051 -1.42045 -1.55233
H -8.06338 0.58118 -2.73390
H -6.90970 -0.71306 -3.16764
C 0.84467 3.83009 -0.70336
Cl 1.71379 5.19798 -1.40966
Cl 0.98286 3.83031 1.05897
H -0.21074 3.89946 -0.97748
H 1.26686 2.90074 -1.09332
C 2.38060 -0.74832 -3.96584
Cl 3.80270 -0.63120 -5.00952
Cl 1.48170 0.77363 -3.94259
H 1.72860 -1.54092 -4.34072
H 2.70384 -0.98627 -2.94952
C 0.73067 4.65458 -5.21513
Cl -0.27498 4.40777 -6.64799
Cl 0.23935 6.10730 -4.33585
H 0.62974 3.78876 -4.55632
H 1.77266 4.76216 -5.52607
C 0.10843 9.34689 -5.90549
Cl -1.06857 9.68495 -7.18054
Cl 0.08812 10.61087 -4.66982
H -0.13723 8.38969 -5.43936
H 1.10670 9.29687 -6.34702
C 2.49014 -5.67916 6.52638
Cl 0.77835 -5.67352 6.08469
Cl 3.25110 -7.21757 6.10311
H 2.99788 -4.87230 5.99250
H 2.57998 -5.52230 7.60403
C 1.03067 -4.88607 -4.74136
Cl 0.02502 -5.13288 -6.17422
Cl 0.53935 -3.43336 -3.86207
H 0.92974 -5.75190 -4.08255
H 2.07266 -4.77850 -5.05230
C 7.35874 -4.68997 7.05485
Cl 6.91451 -3.54886 8.32995
Cl 5.92767 -5.47846 6.38014
H 7.87602 -4.14965 6.25840
H 8.02049 -5.45183 7.47398
C 1.84976 4.19346 4.98672
Cl 2.94354 3.49212 6.18552
Cl 0.34792 3.26747 4.87737
H 1.61439 5.22005 5.27755
H 2.34184 4.18995 4.01109
C -2.39306 0.38619 5.20596
Cl -2.93806 1.93422 4.54875
Cl -1.67893 -0.62458 3.94371
H -1.64383 0.57208 5.97925
H -3.24868 -0.13726 5.63944
C -0.53196 8.25667 -0.28434
Cl -1.33307 6.68173 -0.22814
Cl -0.38435 8.83612 -1.94788
H -1.11956 8.97536 0.29192
H 0.46638 8.16367 0.15002
C -6.92164 -3.06438 -5.15569
Cl -5.24509 -2.52887 -5.32225
Cl -8.04489 -1.71893 -5.38595
H -7.12634 -3.83123 -5.90661
H -7.06459 -3.48008 -4.15531

Summary:
- total charge = 0
- HOMO level (eV) = -8.565
- frontier orbital gap (eV) = 7.7

---

[6]
# C30H32CdClN3SSi2

A structure of composition C30H32CdClN3SSi2 (ωB97M-V/def2-TZVPD, OMol25).

Geometry (Å):
C -1.52622 -0.67141 5.50171
C -2.16682 -0.15704 4.30560
C -2.14255 -1.22077 3.32862
H -2.76581 0.75696 4.24504
C -1.51654 -2.33488 3.91687
C -1.13771 -2.00329 5.24486
H -0.71700 -2.70031 5.97429
H -1.45263 -0.14220 6.45561
H -2.61620 -1.18853 2.34493
H -1.40288 -3.31719 3.45250
Cd -0.16757 0.56689 3.64027
Si -0.39999 0.16815 -2.84704
C 0.09266 1.66865 -3.86476
C 1.42976 1.90697 -4.22471
H 2.20987 1.19536 -3.94518
C 1.76595 3.06852 -4.93815
H 2.80362 3.24188 -5.23056
C 0.77656 3.99745 -5.28089
H 1.03530 4.89262 -5.85171
C -0.54776 3.77948 -4.87902
H -1.32315 4.50896 -5.12693
C -0.88396 2.62858 -4.16164
H -1.91065 2.47099 -3.81517
C 0.37026 -1.28386 -3.76072
C -0.00266 -1.44355 -5.10719
H -0.69822 -0.73883 -5.56911
C 0.53395 -2.49332 -5.86823
H 0.22899 -2.61495 -6.90982
C 1.46419 -3.37386 -5.29420
H 1.87147 -4.19762 -5.88281
C 1.87664 -3.18750 -3.96743
H 2.61970 -3.85556 -3.52387
C 1.33919 -2.14012 -3.20878
H 1.69610 -1.98330 -2.18625
H -1.88289 0.09036 -2.86428
Si 1.00065 0.34739 -0.75689
C 0.02286 -1.21200 -0.22149
C -1.35197 -1.39317 -0.47185
H -1.99113 -0.58681 -0.85364
C -1.97214 -2.61995 -0.21528
H -3.02519 -2.74348 -0.47034
C -1.24521 -3.65643 0.36012
H -1.72025 -4.62243 0.53467
C 0.08808 -3.44600 0.73292
H 0.64682 -4.23240 1.24511
C 0.71555 -2.22888 0.45729
H 1.74016 -2.04776 0.79318
C -0.17186 1.80826 -0.39942
C -1.38336 1.64824 0.30283
H -1.60118 0.70780 0.81128
C -2.32794 2.66972 0.32645
H -3.28685 2.50040 0.82282
C -2.04882 3.89676 -0.27838
H -2.80199 4.68582 -0.28880
C -0.79108 4.10849 -0.84747
H -0.54555 5.07657 -1.28544
C 0.16194 3.08908 -0.87133
H 1.15482 3.27271 -1.29486
H 2.38153 0.42036 -0.31595
Cl 1.56587 0.77721 1.94084
N 1.74270 -0.96871 4.49655
N 2.18895 -0.56358 5.78363
C 1.84585 0.67345 6.22739
N 2.11458 0.87973 7.53851
S 1.20407 1.93326 5.29300
H 2.46447 -0.74947 3.79710
H 1.56320 -1.97661 4.50804
H 2.26548 -1.31445 6.47534
H 1.92668 1.78189 7.93722
H 2.61721 0.19129 8.08500

Summary:
- total charge = 0
- HOMO level (eV) = -7.081
- relative energy (zero: lowest compared OMol25 entry of this formula, charge and spin) (kcal per mole) = 0.0
- frontier orbital gap (eV) = 7.0

---

Molar mass across the listed records, respectively: 180.6 100.2 356.3 738.8 1420.3 670.7 g/mol.
Largest force on an atom across the listed records, respectively: 5.41 0.44 2.78 3.71 9.25 4.14 eV Å⁻¹.